C18H34Cl6F6NO22PS4 as an isolated structure in a non-equilibrium geometry, computed with ωB97M-V with the def2-TZVPD basis set.

Geometry as ORCA input:
```
! wB97M-V def2-TZVPD RIJCOSX def2/J DEFGRID3
* xyz 0 1
N 5.0100 -7.0106 24.9710
H 4.4759 -6.3369 25.5847
H 5.4336 -7.6810 25.6118
H 5.6163 -6.3761 24.3870
H 4.3611 -7.3837 24.2662
P 4.2676 -3.4345 24.9777
F 5.0324 -2.0870 25.1468
F 5.5641 -4.2211 24.3683
F 4.7632 -3.9742 26.4174
F 3.3471 -4.8311 24.8813
F 2.9637 -2.7560 25.5941
F 3.8467 -3.0292 23.4909
C 8.3789 -2.8258 26.1993
Cl 8.3392 -4.3713 27.0703
Cl 9.9398 -2.4734 25.4682
Cl 7.9725 -1.6692 27.4687
H 7.6500 -2.8629 25.4069
C 1.7698 -0.3476 23.0094
Cl 1.6763 0.6368 24.4207
Cl 3.4010 -0.4764 22.3989
Cl 0.6509 0.2380 21.7560
H 1.4388 -1.3662 23.1344
C 6.6340 -7.9650 18.1928
C 7.1315 -7.1485 19.3625
C 6.7705 -5.6569 19.2924
O 6.5036 -5.2889 20.6606
C 6.2959 -6.3883 21.3894
O 5.9768 -6.3860 22.5070
O 6.3489 -7.4849 20.6405
H 6.0532 -7.4358 17.4549
H 6.1336 -8.8574 18.5887
H 7.4576 -8.4843 17.6806
H 8.1674 -7.3022 19.6893
H 5.8863 -5.4562 18.6768
H 7.5631 -5.0955 18.7814
C -0.0055 -4.2743 26.4145
C 0.0602 -4.4475 24.9397
C -0.1899 -5.8833 24.4691
O -1.3644 -5.7831 23.6941
C -1.6926 -4.4989 23.4824
O -2.5465 -4.1591 22.8379
O -0.9599 -3.6878 24.2987
H 0.1893 -3.2304 26.6839
H 0.6703 -4.9273 26.9563
H -1.0385 -4.3931 26.7649
H 1.0171 -4.1745 24.5037
H -0.3986 -6.6585 25.1999
H 0.6225 -6.2144 23.8135
C 5.4196 2.2782 22.4862
C 5.5470 1.7844 23.8873
O 4.2688 2.2580 24.5199
S 3.8841 3.6977 23.9170
O 4.3846 4.7019 24.7181
O 2.5505 3.6258 23.5021
O 4.8501 3.6198 22.6679
H 4.7757 1.6849 21.8416
H 6.3864 2.4384 22.0239
H 6.3435 2.3081 24.4149
H 5.5954 0.7115 24.0547
C 6.5874 -2.3326 21.0357
C 7.9855 -2.6999 20.6504
O 8.7718 -1.7501 21.3875
S 8.0947 -0.3531 21.0361
O 8.3996 -0.0673 19.7231
O 8.3315 0.5862 22.0365
O 6.6259 -0.8950 21.1155
H 6.2066 -2.7079 21.9899
H 5.8548 -2.6572 20.2912
H 8.1465 -2.5210 19.5849
H 8.2784 -3.6992 20.9395
C 1.0027 -5.5859 20.2752
C 2.0049 -4.6366 20.8892
O 1.8207 -3.4261 20.1633
S 0.2853 -3.2292 19.8058
O 0.1978 -2.8310 18.4730
O -0.3426 -2.4967 20.8077
O -0.0950 -4.7826 19.9495
H 0.7027 -6.3572 20.9920
H 1.3564 -6.1242 19.3904
H 3.0508 -4.9172 20.8512
H 1.7442 -4.4459 21.9429
C 3.4404 0.3770 29.0906
C 4.4214 -0.7586 28.6939
O 5.5323 -0.5956 29.6064
S 5.7507 0.9762 29.8291
O 6.3561 1.4895 28.6742
O 6.2879 1.1931 31.0696
O 4.2193 1.3510 29.8102
H 2.6523 -0.0647 29.7008
H 3.0128 0.8372 28.2110
H 4.7222 -0.7506 27.6499
H 4.0136 -1.7378 28.9343
*
```

Values from the calculation:
LUMO level ... -1.195 eV
Energy ... -7710.87131 Ha
HOMO-LUMO gap ... 0.33285 hartree

---

A 6-piece molecular cluster, C18H34ClN3O8 overall in a non-equilibrium geometry, computed with ωB97M-V with the def2-TZVPD basis set.

Geometry as ORCA input:
```
! wB97M-V def2-TZVPD RIJCOSX def2/J DEFGRID3
* xyz 0 1
C -2.2433 3.0073 -2.5870
O -1.8982 2.1268 -1.5342
C -1.8047 0.7973 -1.9874
C -1.3726 -0.1709 -0.9124
C -0.8157 0.1625 0.3229
N -0.5748 1.5152 0.6977
C -1.5365 2.1534 1.2363
C -1.4558 3.6567 1.2508
C -2.7589 1.5143 1.8451
C -0.4103 -0.8208 1.2455
N 0.1432 -0.4143 2.4626
C -0.5806 -2.1733 0.9471
Cl -0.0775 -3.4035 2.0612
C -1.1510 -2.5061 -0.2590
C -1.5359 -1.5357 -1.1694
C -2.1213 -2.1894 -2.3706
O -2.5850 -1.6806 -3.3507
N -2.0654 -3.6114 -2.1522
C -1.4475 -3.8412 -0.8850
O -1.1845 -4.9173 -0.4295
H -1.9303 4.0079 -2.2841
H -1.7290 2.7745 -3.5215
H -3.3294 3.0348 -2.7298
H -2.7898 0.4912 -2.3538
H -1.0953 0.7117 -2.8212
H -1.8423 4.0372 0.3061
H -0.4263 3.9735 1.4096
H -2.0740 4.0596 2.0543
H -3.3473 0.9609 1.1092
H -3.4181 2.2753 2.2553
H -2.4420 0.8207 2.6245
H 0.2510 -1.1774 3.1130
H 0.9965 0.1182 2.3611
H -3.0322 -3.9240 -2.0486
C -0.1510 6.2362 -3.3355
O -0.7625 6.2459 -2.0479
H -0.6539 5.4878 -3.9422
H -0.2481 7.2108 -3.8225
H 0.9060 5.9735 -3.2548
H -0.3084 6.9050 -1.5170
C 2.6968 -1.4452 -2.2911
O 1.5059 -1.6109 -1.5242
H 2.9443 -0.3882 -2.2942
H 3.5275 -2.0005 -1.8487
H 2.5486 -1.7772 -3.3218
H 1.2903 -2.5478 -1.5211
C 4.1597 -4.1768 2.6604
O 3.3496 -3.0377 2.3889
H 5.0634 -3.8261 3.1536
H 3.6410 -4.8773 3.3201
H 4.4390 -4.6904 1.7367
H 2.5501 -3.3489 1.9539
C 1.8697 2.4069 -1.7752
O 0.6644 3.1371 -1.9165
H 2.5054 2.6395 -2.6285
H 2.3960 2.6823 -0.8561
H 1.6708 1.3314 -1.7597
H 0.1060 2.9189 -1.1573
C 1.5189 -4.8766 5.5964
O 1.0580 -5.3920 4.3527
H 2.2031 -5.6080 6.0196
H 2.0530 -3.9322 5.4570
H 0.6895 -4.7260 6.2925
H 0.4523 -4.7466 3.9766
*
```

Values from the calculation:
LUMO level ... -0.276 eV
Energy ... -1932.57740 Ha
HOMO-LUMO gap ... 0.30982 hartree

---

C18H34GdO3 as an isolated structure in a non-equilibrium geometry, computed with ωB97M-V with the def2-TZVPD basis set.

Geometry as ORCA input:
```
! wB97M-V def2-TZVPD RIJCOSX def2/J DEFGRID3
* xyz 3 8
C 7.7163 -0.0057 0.6579
C 6.3686 -0.1835 1.3675
C 5.5421 1.1212 1.3570
C 4.0532 0.8899 0.7899
C 3.9695 0.9504 -0.7709
C 2.7436 1.7545 -1.2911
C 1.4824 0.8735 -1.1831
C 0.1929 1.7036 -1.1242
C -1.0637 1.0331 -0.5220
C -1.8097 2.0883 0.2973
C -3.2056 1.8322 0.8738
C -3.5738 0.4815 1.5170
C -4.8320 -0.1591 0.8960
C -4.9093 -0.3141 -0.6320
C -4.8783 -1.7550 -1.1647
C -3.9278 -2.7056 -0.4776
C -3.3365 -3.8265 -1.3566
O -3.7678 -5.0703 -0.6695
C -4.5583 -4.7105 0.2544
O -5.3713 -5.5079 0.8330
O -4.5565 -3.4936 0.6276
H 7.5706 0.3930 -0.3459
H 8.3521 0.6668 1.2307
H 8.2201 -0.9638 0.5860
H 6.5541 -0.4635 2.4010
H 5.7966 -0.9758 0.8923
H 5.4645 1.4906 2.4003
H 6.0893 1.8506 0.7129
H 3.7576 -0.0848 1.1591
H 3.3417 1.5959 1.2841
H 3.8226 -0.0733 -1.1066
H 4.9137 1.2811 -1.2216
H 2.5874 2.6408 -0.6509
H 2.8922 2.0499 -2.3253
H 1.4686 0.2318 -2.0639
H 1.5548 0.2080 -0.3179
H -0.0504 1.9960 -2.1458
H 0.4033 2.6227 -0.5715
H -0.7647 0.2114 0.1322
H -1.6638 0.6501 -1.3469
H -1.8841 2.9952 -0.3058
H -1.1342 2.3341 1.1235
H -3.9689 2.1010 0.1442
H -3.2897 2.5928 1.6500
H -3.8602 0.6819 2.5481
H -2.7342 -0.2164 1.5865
H -5.6543 0.4852 1.2018
H -5.0231 -1.1191 1.3784
H -5.8824 0.0568 -0.9492
H -4.1850 0.3158 -1.1469
H -4.5960 -1.7519 -2.2186
H -5.8801 -2.1842 -1.0974
H -3.1254 -2.1631 0.0180
H -3.7297 -3.8808 -2.3652
H -2.2537 -3.8276 -1.3652
Gd 4.6127 3.2565 0.8160
*
```

Values from the calculation:
⟨S²⟩ ... 16.39
LUMO level (spin up / spin down) ... -10.108 / -11.925 eV
Energy ... -1696.34365 Ha
HOMO-LUMO gap (spin up / spin down) ... 0.26351 / 0.19673 hartree

---

A 4-piece molecular cluster, C18H34N3O11PS4 overall in a non-equilibrium geometry, computed with ωB97M-V with the def2-TZVPD basis set.

Geometry as ORCA input:
```
! wB97M-V def2-TZVPD RIJCOSX def2/J DEFGRID3
* xyz 0 1
C 2.3468 -5.8277 -5.1354
C 1.9689 -5.0480 -3.7239
C 0.5680 -5.3893 -2.9689
N 0.0588 -4.7863 -1.6892
C 1.0728 -3.7888 -1.2053
C 0.7147 -3.0138 0.2313
C 1.7280 -1.8747 0.8874
C 3.1545 -1.4298 0.1422
P 4.2814 -0.1210 0.9648
N 3.3149 1.0277 1.6518
O 5.3178 0.7476 -0.1470
O 5.2837 -0.8254 2.2454
C 3.4761 -2.2193 -1.2790
S 5.0714 -1.8097 -2.2481
C 2.4689 -3.3803 -1.9312
N 2.9334 -4.0192 -3.2095
H 2.6634 -6.9181 -4.8546
H 1.5111 -5.7537 -5.9579
H 3.3077 -5.2820 -5.5832
H -0.1252 -6.2178 -3.4776
H -0.2958 -3.3074 0.7958
H 1.4525 -1.3681 1.9122
H 2.3068 0.7945 1.4743
H 4.7255 0.8997 -0.9584
H 6.2268 -0.5346 1.9810
H 6.0873 -2.4672 -1.5067
O -1.3127 -8.4772 -1.6666
S -1.4947 -8.3227 -0.2383
O -0.8106 -9.1640 0.7190
O -3.0894 -8.3363 0.0975
C -3.8705 -9.4350 -0.3505
C -3.6580 -10.6588 0.5207
C -1.1911 -6.6268 0.1903
H -3.6628 -9.6564 -1.4028
H -4.9199 -9.1291 -0.2862
H -2.6409 -11.0470 0.4118
H -4.3542 -11.4560 0.2457
H -3.7980 -10.4114 1.5778
H -1.7413 -5.9827 -0.4978
H -0.1184 -6.4434 0.0994
H -1.5106 -6.4601 1.2208
O -0.8116 3.8319 -0.9630
S 0.2451 4.8221 -0.9689
O 1.5436 4.5568 -1.5483
O 0.4524 5.3853 0.5462
C 0.6985 4.4549 1.5911
C 2.1302 3.9535 1.5619
C -0.3884 6.3209 -1.6792
H -0.0136 3.6238 1.5476
H 0.5236 4.9805 2.5356
H 2.3157 3.3456 0.6714
H 2.3434 3.3382 2.4405
H 2.8340 4.7914 1.5335
H -1.3475 6.5562 -1.2146
H -0.5208 6.1561 -2.7505
H 0.3331 7.1231 -1.5129
O -1.6868 8.9819 0.3679
S -1.8688 9.1364 1.7963
O -1.1847 8.2950 2.7535
O -3.4635 9.1228 2.1321
C -4.2446 8.0241 1.6840
C -4.0321 6.8002 2.5552
C -1.5652 10.8323 2.2248
H -4.0369 7.8026 0.6317
H -5.2940 8.3300 1.7483
H -3.0150 6.4121 2.4463
H -4.7283 6.0030 2.2802
H -4.1721 7.0476 3.6124
H -2.1154 11.4763 1.5367
H -0.4925 11.0157 2.1339
H -1.8847 10.9989 3.2553
*
```

Values from the calculation:
LUMO level ... -1.763 eV
Energy ... -3631.82584 Ha
HOMO-LUMO gap ... 0.25337 hartree